Computed, not measured: C6H7N in the gas phase, with ωB97M-V with the def2-TZVPD basis set.

```
! RIJCOSX wB97M-V def2-TZVPD def2/J DEFGRID3
* xyz 0 1
C -0.568 0.306 -1.282
C 0.585 0.518 0.515
H -1.177 -1.291 1.127
N -0.860 0.822 0.093
C 0.828 0.794 -0.972
H -0.078 -2.673 0.740
H 1.724 0.794 -1.589
C -0.168 -1.706 1.252
H -0.746 2.633 -1.386
H 0.990 1.262 1.218
C -0.388 1.685 -1.018
C 0.984 -0.833 0.925
H -1.123 -0.350 -1.932
H -0.004 -1.961 2.311
*
```

The value obtained for the largest force on an atom is 0.40 eV Å⁻¹. The lowest unoccupied orbital energy comes out at 0.1 eV. The gap between HOMO and LUMO is 8.36 eV. The calculation puts the relative energy (zero: lowest compared OMol25 entry of this formula, charge and spin) at 7.7115 eV.

These are the Löwdin partial charges, in e, on atoms 1 to 4: C -0.1532; C -0.3352; H 0.0645; N 0.0518